Entry 1:
C20H12Br2N4OS5Ti | ωB97M-V/def2-TZVPD

Gap between HOMO and LUMO (spin up / spin down) in Ha: 0.2130 / 0.2159
2S+1: 2
Max |F| in eV Å⁻¹: 0.8
Net charge: +1
LUMO level (spin up / spin down) in eV: -4.3 / -4.3

Each line ends with the Mulliken spin population.
Positions of all 45 atoms, in Å:
Ti  0.304  -0.308  0.395  1.00
O  -0.862  -4.621  -4.291  0.00
C  -0.878  -3.823  -3.405  0.00
S  -0.943  -2.061  -3.654  0.00
C  -0.927  -1.625  -1.961  0.03
C  -0.863  -2.623  -1.057  -0.01
S  -0.776  -2.427  0.694  -0.01
S  -0.798  -4.256  -1.677  0.00
S  -0.892  0.097  -1.574  -0.04
Br  3.858  5.348  -0.895  0.00
C  2.850  3.829  -0.483  0.01
C  1.486  3.931  -0.271  0.01
C  0.786  2.777  0.017  0.02
N  1.378  1.585  0.112  -0.03
C  2.700  1.489  -0.085  0.03
C  3.473  2.592  -0.393  0.00
C  3.273  0.121  0.068  0.00
C  4.632  -0.109  0.114  0.00
C  5.079  -1.412  0.308  0.00
Br  6.914  -1.754  0.384  0.00
C  4.167  -2.442  0.450  0.00
C  2.823  -2.134  0.393  0.00
N  2.384  -0.879  0.215  0.00
H  0.975  4.880  -0.336  0.00
H  -0.285  2.802  0.176  0.00
H  4.534  2.514  -0.572  0.00
H  5.349  0.691  0.017  0.00
H  4.485  -3.462  0.605  0.00
H  2.060  -2.894  0.499  0.00
N  -2.867  0.374  1.423  0.00
C  -1.948  0.501  2.377  0.00
N  -0.643  0.454  2.154  -0.02
C  0.077  0.646  3.345  0.04
C  1.461  0.657  3.469  0.02
C  2.016  0.848  4.723  0.00
C  1.211  1.031  5.844  0.00
C  -0.169  1.025  5.730  0.00
C  -0.719  0.829  4.473  0.00
S  -2.408  0.769  4.028  0.00
H  -2.584  0.098  0.489  0.00
H  -3.841  0.295  1.663  0.00
H  2.099  0.523  2.604  -0.03
H  3.093  0.857  4.831  0.00
H  1.665  1.180  6.813  0.00
H  -0.796  1.167  6.600  0.00

---

Entry 2:
C4H10N2 | ωB97M-V/def2-TZVPD

Gap between HOMO and LUMO in Ha: 0.3697
Max |F| in eV Å⁻¹: 1.6
Net charge: 0
LUMO level in eV: 1.1
SMILES: [H]/N=C/NCCC

Each line ends with the Mulliken charge.
Positions of all 16 atoms, in Å:
C  2.508  0.077  0.963  -1.04
C  1.678  -0.332  -0.225  -0.57
C  0.451  0.564  -0.508  -0.47
N  -0.654  0.228  0.419  -0.37
C  -1.886  0.208  -0.253  0.00
N  -2.663  -0.795  -0.361  -0.69
H  1.956  -0.065  1.905  0.29
H  2.978  1.052  0.875  0.33
H  3.348  -0.628  1.029  0.33
H  2.225  -0.205  -1.163  0.29
H  1.340  -1.356  -0.078  0.35
H  0.091  0.375  -1.545  0.34
H  0.777  1.603  -0.441  0.26
H  -0.446  -0.637  0.899  0.29
H  -2.091  1.195  -0.659  0.43
H  -3.140  -0.707  -1.257  0.24

---

Entry 3:
C27H55N2O5PS | ωB97M-V/def2-TZVPD

Gap between HOMO and LUMO (spin up / spin down) in Ha: 0.3074 / 0.3039
2S+1: 3
Max |F| in eV Å⁻¹: 8.0
Net charge: 0
LUMO level (spin up / spin down) in eV: -0.3 / -0.4

Each line ends with the Mulliken spin population.
Positions of all 91 atoms, in Å:
C  1.722  -1.177  1.437  0.01
O  2.123  -1.593  0.110  0.00
C  2.047  -3.024  -0.072  0.00
C  1.468  -3.522  -1.481  0.00
C  0.829  -2.401  -2.432  0.00
C  -0.802  -2.459  -2.498  0.00
C  -1.487  -1.183  -1.797  0.00
C  -1.822  -1.378  -0.233  0.00
C  -2.912  -2.560  0.042  0.00
P  -2.023  -3.845  1.127  0.00
S  -1.752  -3.147  3.157  0.00
C  -2.849  -5.570  1.075  0.00
O  -4.039  -5.706  0.641  0.00
O  -2.099  -6.672  1.501  0.00
H  1.634  -0.021  1.421  0.00
H  0.715  -1.604  1.779  0.00
H  2.520  -1.444  2.218  0.00
H  1.468  -3.499  0.816  0.00
H  3.132  -3.433  0.017  0.00
H  0.650  -4.330  -1.313  0.00
H  2.302  -4.071  -2.065  0.00
H  1.131  -1.323  -2.212  0.00
H  1.214  -2.623  -3.506  0.00
H  -1.220  -3.429  -2.047  0.00
H  -1.066  -2.391  -3.626  0.00
H  -2.475  -0.928  -2.328  0.00
H  -0.812  -0.249  -1.880  0.00
H  -2.175  -0.361  0.197  0.00
H  -0.857  -1.639  0.330  0.00
H  -3.822  -2.089  0.545  0.00
H  -3.158  -3.065  -0.960  0.00
H  -0.704  -4.016  0.547  0.00
H  -1.896  -1.769  3.024  0.00
C  -2.996  4.611  -5.657  0.00
C  -2.491  3.214  -5.232  0.02
C  -1.687  2.567  -6.381  0.02
C  -2.561  2.045  -7.512  -0.02
C  -3.609  1.084  -6.965  0.02
C  -4.465  1.704  -5.837  0.03
N  -3.644  2.372  -4.779  0.32
O  -3.138  1.394  -3.973  0.60
C  -5.467  2.710  -6.456  0.01
C  -5.383  0.585  -5.267  -0.01
C  -1.489  3.543  -4.089  -0.01
H  -2.166  5.232  -6.009  0.00
H  -3.714  4.602  -6.474  0.00
H  -3.460  5.136  -4.816  -0.01
H  -1.091  1.732  -5.993  0.00
H  -0.968  3.285  -6.789  0.00
H  -3.031  2.875  -8.047  0.00
H  -1.937  1.522  -8.244  0.00
H  -4.254  0.751  -7.786  0.00
H  -3.099  0.186  -6.596  0.00
H  -5.926  3.336  -5.685  -0.01
H  -6.281  2.190  -6.971  0.00
H  -5.024  3.356  -7.213  0.00
H  -4.819  -0.274  -4.893  0.00
H  -6.048  0.194  -6.043  0.00
H  -6.011  0.967  -4.456  0.00
H  -2.003  3.964  -3.220  0.00
H  -0.751  4.280  -4.422  0.00
H  -0.923  2.667  -3.761  0.00
C  5.793  -0.560  5.867  0.01
C  4.645  0.141  5.106  0.02
C  4.839  1.673  5.144  0.02
C  4.494  2.293  6.490  -0.02
C  3.078  1.908  6.899  0.02
C  2.849  0.379  6.912  0.03
N  3.324  -0.295  5.663  0.31
O  2.385  -0.078  4.696  0.61
C  3.551  -0.228  8.152  0.02
C  1.340  0.127  7.193  0.00
C  4.871  -0.322  3.638  -0.02
H  6.766  -0.236  5.483  0.00
H  5.821  -0.351  6.934  0.00
H  5.741  -1.647  5.745  -0.01
H  4.214  2.145  4.376  0.00
H  5.873  1.928  4.889  0.00
H  5.219  1.986  7.250  0.00
H  4.567  3.383  6.419  0.00
H  2.862  2.329  7.887  0.00
H  2.374  2.384  6.205  0.00
H  3.614  -1.317  8.078  -0.01
H  2.998  -0.001  9.069  0.00
H  4.551  0.170  8.323  0.00
H  0.688  0.606  6.457  0.00
H  1.051  0.537  8.165  0.00
H  1.117  -0.945  7.208  0.00
H  4.702  -1.398  3.531  0.00
H  5.899  -0.119  3.323  0.00
H  4.223  0.200  2.929  0.00

---

Entry 4:
C31H50BCl3NO2OsPSiTe | ωB97M-V/def2-TZVPD

Gap between HOMO and LUMO (spin up / spin down) in Ha: 0.2224 / 0.2082
2S+1: 5
Max |F| in eV Å⁻¹: 8.9
Net charge: 0
LUMO level (spin up / spin down) in eV: 0.0 / -2.0

Each line ends with the Mulliken spin population.
Positions of all 92 atoms, in Å:
Os  0.836  0.989  0.896  2.28
C  0.338  5.677  7.561  0.00
C  0.306  5.054  6.193  0.01
C  1.208  5.449  5.198  0.00
C  1.134  4.938  3.899  -0.05
C  2.049  5.480  2.822  0.05
C  0.153  3.993  3.578  0.10
Te  -0.140  3.403  1.480  0.52
C  -0.697  3.527  4.596  -0.08
C  -1.721  2.488  4.274  0.04
C  -0.609  4.052  5.888  0.00
H  1.077  6.488  7.577  0.00
H  0.649  4.924  8.320  0.00
H  -0.657  6.049  7.843  0.00
H  1.984  6.164  5.474  0.00
H  2.716  6.228  3.289  0.00
H  1.443  5.966  2.018  0.00
H  2.679  4.694  2.359  -0.01
H  -1.273  1.657  3.704  0.00
H  -2.529  2.916  3.642  0.00
H  -2.177  2.074  5.183  0.00
H  -1.296  3.707  6.647  0.00
C  4.091  -2.363  -6.029  0.00
C  2.834  -1.658  -6.518  0.00
C  3.164  -0.643  -7.618  0.00
C  1.823  -2.690  -7.054  0.00
C  2.199  -0.912  -5.378  0.00
C  1.012  -0.176  -5.651  0.00
C  0.369  0.566  -4.659  0.00
C  0.913  0.556  -3.373  0.02
O  0.490  1.151  -2.213  0.00
B  1.373  0.781  -1.078  0.16
O  2.394  -0.032  -1.796  0.08
C  2.107  -0.163  -3.114  0.01
C  2.758  -0.912  -4.093  0.00
H  4.568  -2.916  -6.867  0.00
H  3.866  -3.104  -5.223  0.00
H  4.830  -1.620  -5.665  0.00
H  3.645  -1.150  -8.478  0.00
H  3.854  0.131  -7.222  0.00
H  2.271  -0.110  -8.002  0.00
H  2.268  -3.321  -7.858  0.00
H  0.931  -2.198  -7.480  0.00
H  1.471  -3.368  -6.257  0.00
H  0.616  -0.227  -6.655  0.00
H  -0.543  1.102  -4.898  0.00
H  3.635  -1.503  -3.876  0.00
Cl  4.087  2.937  1.244  0.04
Si  3.086  1.165  1.771  0.03
Cl  2.883  1.187  3.848  0.02
Cl  4.527  -0.284  1.299  0.00
C  0.204  -2.616  -1.261  -0.02
C  -0.478  -2.858  0.086  0.04
C  -1.257  -4.158  -0.046  0.01
C  0.599  -3.066  1.158  -0.01
P  -1.547  -1.349  0.558  -0.10
N  -0.366  -0.172  0.485  0.68
C  -2.024  -1.336  2.385  0.04
C  -0.801  -0.986  3.240  -0.01
C  -3.138  -0.308  2.651  0.00
C  -2.525  -2.688  2.914  0.01
C  -3.027  -1.152  -0.600  0.07
C  -4.150  -2.111  -0.225  0.00
C  -2.638  -1.458  -2.056  0.01
C  -3.552  0.309  -0.549  0.02
H  1.004  -3.395  -1.391  0.00
H  0.680  -1.621  -1.315  0.02
H  -0.468  -2.736  -2.113  0.00
H  -0.522  -4.962  -0.307  0.00
H  -1.979  -4.111  -0.873  0.00
H  -1.762  -4.468  0.888  0.00
H  1.348  -3.812  0.812  0.00
H  0.149  -3.493  2.087  0.00
H  1.147  -2.140  1.391  0.02
H  -0.279  -0.070  2.859  0.03
H  -0.037  -1.783  3.275  0.00
H  -1.133  -0.801  4.290  0.00
H  -2.797  0.714  2.361  -0.01
H  -3.373  -0.309  3.733  0.00
H  -4.078  -0.547  2.124  0.00
H  -1.794  -3.494  2.839  0.00
H  -3.442  -3.009  2.400  0.00
H  -2.801  -2.566  3.993  0.00
H  -3.919  -3.177  -0.375  0.00
H  -5.013  -1.848  -0.868  0.00
H  -4.466  -1.995  0.824  0.00
H  -2.359  -2.522  -2.189  0.00
H  -1.790  -0.795  -2.384  -0.01
H  -3.512  -1.258  -2.706  0.00
H  -4.049  0.536  0.413  0.00
H  -4.315  0.440  -1.344  0.00
H  -2.738  1.026  -0.712  0.00

---

Copy entry 2 word for word.
C4H10N2 | ωB97M-V/def2-TZVPD

Gap between HOMO and LUMO in Ha: 0.3697
Max |F| in eV Å⁻¹: 1.6
Net charge: 0
LUMO level in eV: 1.1
SMILES: [H]/N=C/NCCC

Each line ends with the Mulliken charge.
Positions of all 16 atoms, in Å:
C  2.508  0.077  0.963  -1.04
C  1.678  -0.332  -0.225  -0.57
C  0.451  0.564  -0.508  -0.47
N  -0.654  0.228  0.419  -0.37
C  -1.886  0.208  -0.253  0.00
N  -2.663  -0.795  -0.361  -0.69
H  1.956  -0.065  1.905  0.29
H  2.978  1.052  0.875  0.33
H  3.348  -0.628  1.029  0.33
H  2.225  -0.205  -1.163  0.29
H  1.340  -1.356  -0.078  0.35
H  0.091  0.375  -1.545  0.34
H  0.777  1.603  -0.441  0.26
H  -0.446  -0.637  0.899  0.29
H  -2.091  1.195  -0.659  0.43
H  -3.140  -0.707  -1.257  0.24

---

What did the first record say?
C20H12Br2N4OS5Ti | ωB97M-V/def2-TZVPD

Gap between HOMO and LUMO (spin up / spin down) in Ha: 0.2130 / 0.2159
2S+1: 2
Max |F| in eV Å⁻¹: 0.8
Net charge: +1
LUMO level (spin up / spin down) in eV: -4.3 / -4.3

Each line ends with the Mulliken spin population.
Positions of all 45 atoms, in Å:
Ti  0.304  -0.308  0.395  1.00
O  -0.862  -4.621  -4.291  0.00
C  -0.878  -3.823  -3.405  0.00
S  -0.943  -2.061  -3.654  0.00
C  -0.927  -1.625  -1.961  0.03
C  -0.863  -2.623  -1.057  -0.01
S  -0.776  -2.427  0.694  -0.01
S  -0.798  -4.256  -1.677  0.00
S  -0.892  0.097  -1.574  -0.04
Br  3.858  5.348  -0.895  0.00
C  2.850  3.829  -0.483  0.01
C  1.486  3.931  -0.271  0.01
C  0.786  2.777  0.017  0.02
N  1.378  1.585  0.112  -0.03
C  2.700  1.489  -0.085  0.03
C  3.473  2.592  -0.393  0.00
C  3.273  0.121  0.068  0.00
C  4.632  -0.109  0.114  0.00
C  5.079  -1.412  0.308  0.00
Br  6.914  -1.754  0.384  0.00
C  4.167  -2.442  0.450  0.00
C  2.823  -2.134  0.393  0.00
N  2.384  -0.879  0.215  0.00
H  0.975  4.880  -0.336  0.00
H  -0.285  2.802  0.176  0.00
H  4.534  2.514  -0.572  0.00
H  5.349  0.691  0.017  0.00
H  4.485  -3.462  0.605  0.00
H  2.060  -2.894  0.499  0.00
N  -2.867  0.374  1.423  0.00
C  -1.948  0.501  2.377  0.00
N  -0.643  0.454  2.154  -0.02
C  0.077  0.646  3.345  0.04
C  1.461  0.657  3.469  0.02
C  2.016  0.848  4.723  0.00
C  1.211  1.031  5.844  0.00
C  -0.169  1.025  5.730  0.00
C  -0.719  0.829  4.473  0.00
S  -2.408  0.769  4.028  0.00
H  -2.584  0.098  0.489  0.00
H  -3.841  0.295  1.663  0.00
H  2.099  0.523  2.604  -0.03
H  3.093  0.857  4.831  0.00
H  1.665  1.180  6.813  0.00
H  -0.796  1.167  6.600  0.00

---

Question: The lowest max |F| belongs to which entry?
Answer: C20H12Br2N4OS5Ti